1.
Molecular formula: C6H21IrN5O5S
Method: DFT, ωB97M-V/def2-TZVPD

Summary:
Gap between HOMO and LUMO (spin up / spin down) (eV): 5.171 / 6.785
LUMO energy (spin up / spin down) (eV): -2.925 / -5.246
Maximum force (eV Å⁻¹): 3.02
Net charge: +1
Energy relative to the best compared isomer or geometry (same formula, charge and spin) (kcal/mol): 4.9
2S+1: 5
HOMO (spin up / spin down) (eV): -8.1 / -12.0
E (hartree): -1393.20311

Last column: Mulliken spin population.
Positions of all 39 atoms, in Å:
O: -1.41236 -0.59672 -3.17670  0.002
H: -1.86997 0.06895 -3.71467  0.001
Ir: 0.11345 0.70057 -0.04721  1.792
N: 1.26231 -0.55127 0.94596  0.371
N: 1.13153 -0.22714 -1.44037  0.368
O: 1.40535 -0.81748 2.32785  0.046
O: 1.03479 -0.08819 -2.80740  0.042
C: 2.20344 -1.23571 0.30055  0.265
C: 2.15835 -1.02201 -1.08359  0.290
C: 3.05307 -2.03829 1.18677  -0.013
C: 3.05677 -1.50252 -2.14951  -0.009
H: 2.52714 -2.87810 1.66091  0.023
H: 3.46325 -1.41418 1.98291  0.022
H: 3.87489 -2.45550 0.60277  -0.003
H: 3.42580 -0.69490 -2.79189  0.021
H: 2.54571 -2.22856 -2.79214  0.031
H: 3.91089 -2.01381 -1.69932  -0.004
H: 0.66583 -0.42355 2.82750  -0.009
H: 0.03114 -0.23730 -3.04416  0.006
O: 1.56087 3.18159 1.82558  -0.009
H: 2.38854 2.84845 2.21888  0.000
H: 1.58836 2.83394 0.90648  0.007
C: -2.05091 -0.70265 -1.87747  0.028
H: -2.53876 0.24766 -1.62223  -0.007
H: -1.28658 -0.94803 -1.11603  0.002
H: -2.77138 -1.53449 -1.91828  0.000
O: -3.01298 -3.14928 0.68477  0.000
H: -2.69852 -3.78769 1.35706  0.000
H: -3.45537 -2.47209 1.23519  0.000
N: -0.63815 1.48221 1.87106  0.162
N: -1.89868 2.10303 1.69450  0.039
C: -2.22960 2.48680 0.47139  0.286
N: -3.44568 3.02756 0.26880  0.092
S: -1.08491 2.31252 -0.79690  0.218
H: 0.05391 2.18282 2.21904  -0.059
H: -0.76752 0.79111 2.61582  0.009
H: -2.43413 2.39170 2.51924  -0.008
H: -3.73334 3.28984 -0.66336  0.001
H: -4.12654 3.07071 1.01822  -0.002

=====

2.
Molecular formula: C2H3OPS
Method: DFT, ωB97M-V/def2-TZVPD

Summary:
Gap between HOMO and LUMO (eV): 9.043
LUMO energy (eV): -0.353
Maximum force (eV Å⁻¹): 1.94
Net charge: 0
Energy relative to the best compared isomer or geometry (same formula, charge and spin) (kcal/mol): 64.6
HOMO (eV): -9.4
E (hartree): -892.66067

Last column: natural (NBO) charge in e.
Positions of all 8 atoms, in Å:
C: -0.90549 2.21437 -0.03833  -0.836
C: 1.00986 -0.61801 0.33676  -0.716
O: 2.19011 1.57230 0.86066  -0.919
P: 0.28776 3.19994 0.01981  0.611
S: 1.75234 0.30475 1.45321  1.181
H: 0.63594 -1.57265 0.65652  0.227
H: 0.89130 -0.34092 -0.69499  0.243
H: -1.73842 1.56684 -0.08712  0.209

=====

3.
Molecular formula: C3H12NO2S2
Method: DFT, ωB97M-V/def2-TZVPD

Summary:
Gap between HOMO and LUMO (eV): 10.150
LUMO energy (eV): -2.864
Maximum force (eV Å⁻¹): 1.87
Net charge: +1
Energy relative to the best compared isomer or geometry (same formula, charge and spin) (kcal/mol): 3.8
HOMO (eV): -13.0
E (hartree): -1122.87479

Last column: natural (NBO) charge in e.
Positions of all 20 atoms, in Å:
N: -0.24613 0.58713 0.69858  -0.728
C: 0.03329 -0.32073 -0.49130  -0.082
C: -1.10831 -0.11116 -1.48059  -0.099
O: -1.33686 1.31484 -1.59929  -0.738
C: 0.26209 -1.78114 -0.18266  -0.565
S: 1.17244 -2.13655 1.35815  0.141
S: 0.13122 -1.51100 2.92904  -0.102
H: -1.10147 1.11628 0.53572  0.441
H: 0.55249 1.22748 0.72400  0.476
H: -0.31915 0.07493 1.59103  0.429
H: 0.91480 0.14429 -0.92086  0.235
H: -2.00464 -0.70298 -1.28395  0.196
H: -0.72808 -0.32655 -2.48188  0.216
H: -2.28262 1.51641 -1.62669  0.495
H: -0.68285 -2.32710 -0.13407  0.233
H: 0.88185 -2.21786 -0.96634  0.273
H: -0.86629 -2.41864 3.01157  0.150
H: 1.93187 3.09769 -0.43920  0.501
H: 2.85157 2.38397 0.54450  0.500
O: 1.94476 2.39067 0.21424  -0.976

=====

4.
Molecular formula: C43H43MnNO3STe
Method: DFT, ωB97M-V/def2-TZVPD

Summary:
Gap between HOMO and LUMO (spin up / spin down) (eV): 6.333 / 7.183
LUMO energy (spin up / spin down) (eV): -7.153 / -6.309
Maximum force (eV Å⁻¹): 1.03
Net charge: +2
Energy relative to the best compared isomer or geometry (same formula, charge and spin) (kcal/mol): 0.0
2S+1: 2
HOMO (spin up / spin down) (eV): -13.5 / -13.5
E (hartree): -3761.51119

Last column: Mulliken spin population.
Positions of all 93 atoms, in Å:
Mn: -0.10349 -0.07773 -0.37399  1.148
O: 0.32051 0.88079 -1.69991  -0.021
C: -0.29718 2.04551 -2.30785  -0.014
C: -1.79947 1.93514 -2.03503  0.035
C: -2.15991 2.05497 -0.58155  -0.026
C: -3.15110 2.94345 -0.20795  0.011
C: -3.48641 3.07938 1.12605  0.000
C: -2.79168 2.32419 2.04720  0.008
C: -1.80134 1.44563 1.62833  -0.017
C: -1.11340 0.63374 2.69564  0.016
C: 0.35822 0.31516 2.47507  -0.010
O: 0.42820 -0.37876 1.20855  -0.019
C: 1.29941 1.50326 2.39227  0.001
C: 2.65572 1.25002 2.18863  0.005
C: 3.56384 2.29188 2.12785  0.002
C: 3.12841 3.60282 2.28364  -0.001
C: 1.78455 3.86301 2.48619  0.000
C: 0.87034 2.81657 2.53449  -0.002
C: 0.80491 -0.68860 3.53418  -0.015
C: 1.18201 -0.21337 4.78650  0.001
C: 1.53314 -1.09906 5.79308  0.000
C: 1.51982 -2.46677 5.55658  0.000
C: 1.14203 -2.94309 4.31144  -0.001
C: 0.77952 -2.05767 3.30431  0.015
N: -1.49997 1.29734 0.32276  -0.019
C: 0.37700 3.27139 -1.71986  0.002
C: 1.73162 3.23425 -1.40499  0.002
C: 2.37883 4.37568 -0.96041  0.001
C: 1.67982 5.56606 -0.82061  0.000
C: 0.32908 5.60941 -1.12675  0.001
C: -0.31919 4.46716 -1.57774  -0.003
C: -0.06094 1.88981 -3.80743  -0.004
C: -0.14581 0.63468 -4.40150  -0.003
C: 0.00207 0.49141 -5.77210  0.001
C: 0.22755 1.60654 -6.56677  -0.001
C: 0.29952 2.86088 -5.98152  0.000
C: 0.15942 3.00419 -4.60769  -0.001
H: -2.12263 0.96875 -2.43063  -0.004
H: -2.33395 2.69298 -2.60387  0.002
H: -3.64741 3.52686 -0.97054  -0.001
H: -4.26045 3.76663 1.43960  0.000
H: -2.99934 2.40773 3.10493  -0.001
H: -1.64261 -0.31760 2.81009  0.001
H: -1.22177 1.15296 3.64797  0.002
H: 3.00461 0.22610 2.11243  0.000
H: 4.61551 2.08259 1.98451  0.000
H: 3.84049 4.41706 2.25756  0.000
H: 1.43964 4.88002 2.61523  0.000
H: -0.16954 3.05319 2.71530  0.000
H: 1.21875 0.85293 4.97489  0.000
H: 1.82799 -0.71912 6.76172  0.000
H: 1.80497 -3.15532 6.33998  0.000
H: 1.13153 -4.00891 4.12183  0.000
H: 0.47227 -2.44186 2.34065  0.000
H: 2.29512 2.31819 -1.52664  -0.001
H: 3.43491 4.33657 -0.73128  0.000
H: 2.18739 6.45933 -0.48169  0.000
H: -0.22215 6.53519 -1.03009  0.000
H: -1.36741 4.53448 -1.83852  0.000
H: -0.33841 -0.24045 -3.79231  0.004
H: -0.06211 -0.49060 -6.22253  0.000
H: 0.34642 1.49770 -7.63590  0.000
H: 0.47437 3.73538 -6.59323  0.000
H: 0.23859 3.98862 -4.16623  0.000
C: 1.86458 -3.43285 -0.36621  0.001
Te: 2.17045 -1.43407 -0.97602  -0.063
C: 2.15856 -1.82359 -3.05206  0.002
H: 1.16257 -3.90791 -1.04341  0.000
H: 1.47107 -3.42976 0.64674  0.001
H: 2.82348 -3.94360 -0.39007  -0.003
H: 2.84819 -2.64655 -3.22455  -0.002
H: 2.50754 -0.93352 -3.56837  0.000
H: 1.15953 -2.08168 -3.38900  0.000
C: -0.75907 -7.13011 1.81527  0.000
C: -1.08003 -5.94165 0.95919  0.000
C: -1.41943 -4.71631 1.54614  0.004
C: -1.71074 -3.61058 0.77401  -0.001
C: -1.64729 -3.73042 -0.61267  -0.003
C: -1.30135 -4.92625 -1.22602  -0.002
C: -1.03371 -6.03005 -0.43005  0.001
S: -1.98985 -2.35978 -1.64953  0.000
C: -3.74992 -2.18777 -1.45687  -0.001
O: -1.51509 -1.09972 -0.88122  -0.026
H: -1.43401 -7.19253 2.66807  0.000
H: 0.25748 -7.05219 2.20656  0.000
H: -0.82751 -8.05703 1.25035  0.000
H: -1.46709 -4.63993 2.62566  0.000
H: -1.97607 -2.66856 1.23927  0.001
H: -1.24801 -5.00472 -2.30532  0.000
H: -0.77969 -6.97272 -0.89688  0.000
H: -4.01791 -2.27042 -0.40609  0.000
H: -4.20987 -2.98540 -2.04038  -0.001
H: -4.02731 -1.21899 -1.86889  0.000

=====

5.
Molecular formula: C16H19ClIrN2O5
Method: DFT, ωB97M-V/def2-TZVPD

Summary:
Gap between HOMO and LUMO (spin up / spin down) (eV): 5.428 / 5.043
LUMO energy (spin up / spin down) (eV): -6.853 / -10.956
Maximum force (eV Å⁻¹): 5.83
Net charge: +2
2S+1: 6
HOMO (spin up / spin down) (eV): -12.3 / -16.0
E (hartree): -1670.36638

Last column: Mulliken spin population.
Positions of all 44 atoms, in Å:
Ir: -0.17251 1.70074 -1.50205  2.169
O: 2.07880 -3.20911 -0.20973  0.009
C: 1.00411 -3.47055 -0.99415  -0.001
O: 0.68171 -4.66356 -1.18769  0.004
C: 0.21554 -2.38273 -1.71224  0.018
C: -1.17926 -2.23882 -1.90289  0.058
N: -1.47750 -0.97283 -2.20688  0.009
N: -0.33863 -0.22528 -2.15124  -0.041
C: 0.67401 -1.05616 -1.81340  0.027
C: 1.86110 -0.31131 -1.35726  -0.001
O: 2.84795 -0.85997 -0.75738  0.043
O: 1.75407 1.02788 -1.54622  0.076
H: 2.32888 -2.23216 -0.33275  -0.001
H: -1.90664 -3.03461 -1.74353  0.003
H: -2.38561 -0.53836 -2.46925  -0.002
Cl: -3.43759 4.57782 -2.70969  0.105
C: -1.68780 4.46976 -2.24694  0.405
C: -0.69929 5.03268 -3.00284  0.311
C: 0.67338 4.91874 -2.52792  0.043
C: 0.92343 4.40254 -1.27267  0.544
C: -0.06771 3.46214 -0.68683  -0.100
C: -1.35805 3.45156 -1.28713  0.174
C: -2.10902 2.22074 -1.08932  0.036
H: -0.87861 5.50674 -3.94558  0.028
H: 1.50271 5.16348 -3.16485  0.006
H: 1.93435 4.53007 -0.85442  0.015
H: -0.14023 3.30195 0.39473  0.031
H: -2.84432 1.89043 -1.82747  0.024
H: -2.40893 1.86768 -0.07516  0.021
C: 0.18603 -4.58278 3.39212  0.030
C: 0.63161 -3.27623 2.81175  0.083
O: -0.27485 -2.21549 3.10385  0.676
C: 0.57216 -0.98074 3.06336  0.016
C: -0.31722 0.25578 3.09850  0.000
H: -0.03011 -5.25162 2.54172  0.003
H: -0.54014 -4.43062 4.17833  0.001
H: 1.08958 -4.96360 3.82165  0.013
H: 0.78306 -3.33621 1.71055  0.060
H: 1.70422 -2.98324 3.16729  0.059
H: 1.14695 -1.12233 2.10894  0.037
H: 1.28540 -1.07457 3.90400  0.009
H: -0.33916 0.67578 4.09986  0.000
H: -1.32920 0.03192 2.80617  0.000
H: 0.04330 0.92447 2.37465  0.001